# 1
Here is a structure of composition C23H49N2OP3SeY from the Open Molecules 2025 dataset. Energies are from the ωB97M-V functional and the def2-TZVPD basis.

## Properties
- LUMO (eV) = -10.8
- energy above the lowest of the compared OMol25 structures with the same formula, charge and spin (kJ/mol) = 33.5
- total charge = +3

Geometry (Å):
Y (-0.136, -0.067, -0.035)
P (-1.970, -1.113, 2.065)
P (0.789, -2.748, -0.482)
P (-2.408, -1.157, -1.491)
H (0.442, 2.140, -1.414)
C (-0.600, 1.777, -1.477)
C (-1.461, 2.009, -0.417)
H (-1.144, 2.700, 0.373)
C (-1.457, -0.717, 3.792)
C (-2.321, -2.902, 2.340)
C (-3.678, -0.460, 2.142)
C (1.849, -2.723, -1.983)
C (1.984, -3.334, 0.785)
C (-0.189, -4.269, -0.773)
C (-3.766, -0.005, -1.936)
C (-3.426, -2.629, -1.084)
C (-1.805, -1.603, -3.163)
H (-0.902, 1.498, -2.497)
H (-2.553, 1.901, -0.464)
H (-1.278, 0.360, 3.903)
H (-0.534, -1.263, 4.037)
H (-2.254, -1.027, 4.484)
H (-1.377, -3.439, 2.515)
H (-2.829, -3.338, 1.471)
H (-2.964, -3.013, 3.228)
H (-3.645, 0.636, 2.110)
H (-4.150, -0.773, 3.082)
H (-4.276, -0.823, 1.299)
H (2.386, -3.668, -2.136)
H (2.578, -1.903, -1.912)
H (1.233, -2.509, -2.869)
H (2.481, -4.267, 0.477)
H (1.454, -3.508, 1.734)
H (2.751, -2.570, 0.977)
H (0.456, -5.148, -0.916)
H (-0.829, -4.175, -1.657)
H (-0.849, -4.467, 0.081)
H (-4.381, -0.461, -2.720)
H (-3.351, 0.941, -2.300)
H (-4.391, 0.197, -1.056)
H (-4.087, -2.850, -1.935)
H (-4.048, -2.438, -0.201)
H (-2.793, -3.503, -0.893)
H (-2.676, -1.701, -3.824)
H (-1.257, -2.552, -3.142)
H (-1.136, -0.828, -3.558)
C (1.813, 1.849, -5.045)
C (1.224, 2.882, -4.317)
C (1.007, 4.139, -4.866)
C (1.443, 4.420, -6.173)
C (2.105, 3.424, -6.903)
C (2.302, 2.140, -6.356)
Se (1.754, 0.130, -4.081)
H (1.387, 0.443, -2.581)
H (0.892, 2.681, -3.297)
H (0.497, 4.890, -4.273)
H (1.266, 5.407, -6.600)
H (2.462, 3.664, -7.910)
H (2.820, 1.375, -6.940)
C (-0.221, 2.842, 2.877)
N (0.901, 2.115, 3.449)
C (1.517, 2.690, 4.638)
C (2.329, 1.613, 5.307)
C (3.351, 1.083, 4.341)
N (2.697, 0.674, 3.108)
C (3.493, -0.162, 2.223)
C (1.527, 1.190, 2.698)
O (0.986, 0.793, 1.582)
H (-0.490, 3.640, 3.576)
H (-1.103, 2.203, 2.745)
H (0.042, 3.310, 1.919)
H (2.158, 3.544, 4.349)
H (0.713, 3.040, 5.283)
H (1.682, 0.803, 5.684)
H (2.844, 2.047, 6.164)
H (3.862, 0.207, 4.752)
H (4.100, 1.866, 4.104)
H (4.510, 0.249, 2.145)
H (3.579, -1.180, 2.625)
H (3.067, -0.220, 1.214)

---

# 2
Here is a cluster of 3 separate species, C23H49N5PS in total from the Open Molecules 2025 dataset. Energies are from the ωB97M-V functional and the def2-TZVPD basis.

## Properties
- LUMO (eV) = -4.5
- total charge = +1

Geometry (Å):
C (4.110, -0.058, -0.870)
C (4.797, 1.216, -1.568)
P (3.564, 2.275, -2.597)
C (4.409, 2.602, -4.270)
C (1.954, 1.285, -2.806)
N (0.768, 1.803, -2.205)
C (-0.540, 1.153, -2.226)
C (-1.682, 1.909, -1.437)
C (-3.182, 1.496, -1.730)
C (-3.949, 1.562, -3.125)
N (-3.883, 1.001, -0.714)
C (-0.621, -0.190, -2.963)
N (-1.873, -0.938, -2.999)
C (0.622, -0.843, -3.665)
C (1.955, -0.057, -3.572)
S (3.439, -0.838, -4.361)
H (3.044, 0.158, -0.504)
H (4.096, -0.972, -1.572)
H (4.727, -0.327, 0.052)
H (5.205, 1.878, -0.716)
H (5.681, 0.943, -2.245)
H (5.506, 2.284, -4.144)
H (4.371, 3.746, -4.415)
H (3.883, 2.052, -5.126)
H (0.866, 2.717, -1.716)
H (-1.407, 1.856, -0.316)
H (-1.582, 3.032, -1.702)
H (-3.247, 1.202, -3.954)
H (-4.846, 0.842, -3.051)
H (-4.278, 2.637, -3.309)
H (-3.269, 0.981, 0.130)
H (-1.724, -1.726, -3.652)
H (-2.131, -1.297, -2.069)
H (0.485, -1.852, -4.166)
H (3.465, -0.266, -5.634)
C (-2.473, -5.458, -1.548)
C (-1.661, -5.240, -0.277)
N (-1.799, -3.900, 0.285)
C (-0.811, -3.602, 1.319)
C (-0.860, -4.422, 2.606)
C (-3.161, -3.458, 0.578)
C (-3.991, -4.307, 1.539)
H (-2.236, -4.703, -2.303)
H (-2.241, -6.438, -1.972)
H (-3.548, -5.434, -1.356)
H (-0.610, -5.403, -0.539)
H (-1.925, -6.016, 0.451)
H (-0.865, -2.537, 1.578)
H (0.186, -3.727, 0.878)
H (-1.693, -4.124, 3.244)
H (0.054, -4.256, 3.184)
H (-0.931, -5.495, 2.415)
H (-3.708, -3.386, -0.368)
H (-3.137, -2.427, 0.949)
H (-3.916, -5.376, 1.327)
H (-5.046, -4.032, 1.451)
H (-3.707, -4.137, 2.577)
C (-1.339, 1.864, 3.304)
C (0.155, 1.898, 3.003)
N (0.638, 3.209, 2.582)
C (1.986, 3.175, 2.020)
C (3.132, 2.767, 2.943)
C (0.369, 4.319, 3.491)
C (0.900, 4.213, 4.919)
H (-1.922, 2.229, 2.454)
H (-1.651, 0.836, 3.507)
H (-1.592, 2.460, 4.183)
H (0.333, 1.182, 2.192)
H (0.703, 1.523, 3.876)
H (2.221, 4.150, 1.577)
H (1.977, 2.481, 1.168)
H (3.389, 3.562, 3.643)
H (4.029, 2.565, 2.351)
H (2.909, 1.860, 3.510)
H (-0.716, 4.462, 3.544)
H (0.737, 5.251, 3.046)
H (0.718, 3.233, 5.364)
H (0.401, 4.954, 5.551)
H (1.968, 4.426, 4.970)

---

# 3
Here is a cluster of 8 separate species, C23H49N6O11 in total from the Open Molecules 2025 dataset. Energies are from the ωB97M-V functional and the def2-TZVPD basis.

## Properties
- LUMO (eV) = 2.1
- energy above the lowest of the compared OMol25 structures with the same formula, charge and spin (kJ/mol) = 162.3
- total charge = -1

Geometry (Å):
C (-0.378, 0.406, 1.780)
C (-0.668, 0.520, 0.269)
O (-1.257, -0.489, -0.123)
O (-0.627, 1.624, -0.357)
H (-0.362, -0.615, 2.161)
H (-1.059, 0.808, 2.530)
H (0.628, 0.792, 1.942)
C (2.371, -0.397, -1.084)
C (1.596, -1.194, -2.180)
O (2.248, -0.741, -3.357)
C (3.491, -0.219, -3.090)
O (4.199, 0.178, -4.038)
O (3.604, -0.135, -1.711)
H (2.597, -0.882, -0.135)
H (1.872, 0.554, -0.900)
H (0.514, -1.076, -2.128)
H (1.691, -2.274, -2.067)
C (-0.629, 4.600, 4.365)
C (0.065, 3.469, 5.085)
O (-0.076, 3.246, 6.280)
N (0.814, 2.705, 4.282)
C (1.729, 1.604, 4.625)
H (-1.104, 4.299, 3.431)
H (0.160, 5.332, 4.196)
H (-1.321, 5.149, 5.004)
H (1.099, 3.086, 3.391)
H (2.150, 1.641, 5.630)
H (2.590, 1.580, 3.956)
H (1.222, 0.641, 4.559)
C (-0.954, -3.468, -2.348)
C (-2.468, -3.225, -2.218)
O (-3.208, -4.024, -2.622)
N (-2.758, -1.997, -1.699)
C (-4.147, -1.640, -1.693)
H (-0.549, -3.288, -3.344)
H (-0.699, -4.511, -2.163)
H (-0.458, -2.954, -1.525)
H (-2.057, -1.397, -1.288)
H (-4.282, -0.850, -0.954)
H (-4.763, -2.499, -1.426)
H (-4.300, -1.262, -2.703)
C (1.010, 5.241, 0.186)
C (2.294, 4.666, 0.643)
O (3.080, 5.248, 1.305)
N (2.553, 3.517, 0.068)
C (3.800, 2.797, 0.190)
H (0.176, 4.541, 0.239)
H (1.216, 5.653, -0.802)
H (0.812, 6.201, 0.663)
H (1.747, 3.052, -0.326)
H (4.497, 3.050, -0.609)
H (3.675, 1.719, 0.291)
H (4.428, 3.054, 1.042)
C (1.251, -3.916, 1.017)
C (2.109, -4.350, -0.115)
O (2.937, -3.585, -0.540)
N (1.973, -5.680, -0.422)
C (2.783, -6.259, -1.478)
H (1.569, -4.297, 1.987)
H (0.167, -4.021, 1.064)
H (1.247, -2.826, 1.031)
H (1.289, -6.234, 0.072)
H (2.299, -7.088, -1.995)
H (3.668, -6.566, -0.921)
H (3.015, -5.500, -2.224)
C (-2.334, 2.494, -3.606)
C (-0.966, 3.056, -3.836)
O (-0.785, 3.963, -4.687)
N (0.063, 2.508, -3.218)
C (1.467, 2.775, -3.371)
H (-2.951, 3.071, -2.918)
H (-2.217, 1.560, -3.056)
H (-2.849, 2.246, -4.534)
H (0.013, 1.721, -2.586)
H (2.028, 2.615, -2.450)
H (1.663, 3.818, -3.617)
H (1.868, 2.162, -4.179)
C (-4.616, -0.321, 1.535)
C (-4.354, -1.680, 2.080)
O (-5.226, -2.311, 2.727)
N (-3.109, -2.214, 1.857)
C (-2.856, -3.529, 2.313)
H (-5.080, 0.182, 2.384)
H (-5.370, -0.472, 0.763)
H (-3.786, 0.284, 1.171)
H (-2.559, -1.703, 1.180)
H (-2.905, -4.227, 1.477)
H (-3.407, -3.902, 3.177)
H (-1.839, -3.609, 2.698)

---

| no. | HOMO energy (eV) | Kohn-Sham gap (eV) |
| --- | --- | --- |
| 1 | -15.2 | 4.38 |
| 2 | -10.3 | 5.73 |
| 3 | -7.0 | 9.05 |